ORCA calculation (ωB97M-V with the def2-TZVPD basis set) on a molecular structure, C37H51ILuN5O2SSb.

Computed properties:
HOMO-LUMO gap: 4.62 eV
E_HOMO: -8.20 eV
energy above the lowest of the compared OMol25 structures with the same formula, charge and spin: 0.000 eV
net charge: +1

Positions of all 99 atoms, in Å:
Lu 0.846 1.975 2.063
I 0.662 0.159 4.530
Sb -2.692 -2.932 -1.443
S -0.997 -0.119 1.288
O 5.539 3.218 5.459
O 1.479 4.038 2.210
N 3.389 6.971 3.194
N 1.717 1.540 -0.116
N 2.928 1.906 2.847
N -1.041 2.585 1.019
N -2.416 1.367 -0.472
C -4.494 -3.781 1.190
C 2.158 0.046 -1.931
C 1.418 0.473 -0.863
C 3.494 4.140 3.570
C 3.259 0.839 -2.354
C 2.192 -0.383 2.989
C 3.604 -2.119 2.123
C -2.013 -6.078 -1.345
C -2.126 3.728 -0.747
C -4.126 -1.438 -3.891
C 3.547 1.946 -1.515
C 3.456 2.712 3.775
C 5.638 4.593 5.017
C 2.427 6.203 2.720
C 3.243 0.571 2.733
C -0.081 -4.630 -1.991
C -1.318 3.725 0.349
C -0.900 -4.672 0.400
C -3.789 -3.883 -4.143
C 4.492 0.150 2.157
C 2.415 -1.723 2.671
C -2.646 2.462 -1.195
C 4.447 5.011 4.145
C 4.634 -1.204 1.854
C -5.753 -3.310 -1.017
C -1.280 -4.763 -1.074
C 2.461 4.762 2.757
C 1.327 6.952 2.138
C 4.121 0.534 -3.539
C 2.802 2.288 -0.435
C -3.433 2.417 -2.417
C 4.357 6.364 3.883
C -3.153 -2.573 -3.652
C -4.622 -2.911 -0.045
C -1.490 1.394 0.567
C -4.570 -1.456 0.402
C -1.748 -2.391 -4.304
H -0.400 -3.701 0.658
H 5.512 -1.626 1.352
H -1.114 -3.159 -4.038
H -2.783 2.592 -3.309
H -0.191 -5.503 0.658
H -6.692 -3.499 -0.439
H -6.018 -2.529 -1.676
H 0.416 -3.607 -1.926
H 5.162 0.200 -3.281
H -4.157 3.259 -2.457
H 5.296 0.910 2.163
H -1.740 -4.723 1.118
H 6.590 4.822 4.431
H -3.961 1.445 -2.537
H 6.295 3.114 6.083
H -1.413 -6.886 -0.952
H 3.922 2.373 4.673
H 5.634 5.249 5.960
H -2.075 -6.218 -2.462
H -2.338 4.729 -1.217
H -5.459 -4.294 -1.504
H -0.891 4.642 0.765
H -4.093 -3.718 -5.205
H -1.345 -1.361 -4.047
H -4.631 -4.165 -3.580
H -5.483 -3.753 1.764
H 5.160 7.017 4.257
H -0.386 -4.919 -3.009
H -3.735 -0.485 -3.496
H -5.398 -1.083 0.977
H 3.714 -3.129 1.882
H 0.479 6.270 1.873
H -3.074 -4.748 -4.081
H 1.789 -0.763 -2.506
H 1.605 -2.421 2.904
H -5.081 -1.680 -3.392
H 3.104 3.112 0.203
H 0.448 -0.017 -0.757
H -1.849 -2.408 -5.422
H 4.152 1.364 -4.234
H -3.625 -1.255 0.912
H -3.043 -6.105 -0.884
H 3.613 -0.257 -4.148
H -4.560 -0.836 -0.525
H 1.563 7.552 1.278
H 0.731 -5.287 -1.564
H 0.913 7.643 2.948
H -4.439 -1.324 -4.960
H -4.100 -4.812 1.083
H -3.778 -3.323 1.886
H 4.391 2.603 -1.786

Löwdin population analysis, charges in e, atoms 1 to 2: Lu 1.437; I 0.931

ORCA calculation (ωB97M-V with the def2-TZVPD basis set) on 2 unconnected molecules or ions with the total composition C27H52BrN2O4S2.

Computed properties:
HOMO-LUMO gap: 8.28 eV
E_HOMO: -7.98 eV
multiplicity: 2
expectation value of S²: 0.7542

Positions of all 88 atoms, in Å:
Br 2.070 3.327 -4.679
S -5.115 0.467 0.935
S -3.937 0.449 -1.777
O 4.791 -0.478 0.112
O -0.043 -6.748 1.838
O -1.299 -6.443 -0.010
O -0.436 -4.715 0.946
N 4.202 0.644 -0.013
N -2.782 -0.788 0.263
C 1.595 -0.988 -1.981
C 1.059 1.278 -2.897
C -2.743 -1.375 1.619
C 0.360 -4.140 1.986
C -1.499 -7.859 -0.070
C 0.381 -1.514 -1.202
C 2.846 1.859 1.680
C -2.110 -1.599 -0.764
C -4.184 4.568 0.574
C -1.728 -0.696 2.545
C 1.774 1.091 -0.471
C -3.794 0.012 -0.191
C 4.423 1.314 -1.322
C 3.439 0.700 -2.338
C 1.233 2.804 -2.982
C -0.091 3.550 -2.847
C 5.853 1.018 -1.791
C -3.313 0.378 4.244
C -2.161 0.587 3.250
C 2.832 0.745 0.599
C -0.971 -0.849 -1.486
C -4.292 3.110 0.104
C -4.943 2.265 1.191
C 1.960 0.522 -1.885
C -0.543 -6.042 1.006
C 2.541 -0.564 1.334
C 4.318 2.846 -1.178
H -1.689 -2.470 -0.253
H 1.430 -1.229 -3.041
H -5.171 4.989 0.796
H -1.172 -0.823 -2.560
H 3.553 3.163 -0.468
H -0.841 3.112 -3.513
H 2.517 -1.435 0.679
H -2.390 -2.404 1.492
H 2.556 2.835 1.288
H -1.998 -8.213 0.830
H 0.264 -2.577 -1.459
H -3.351 -0.665 4.582
H -4.886 3.072 -0.814
H 0.011 4.610 -3.079
H 4.070 3.286 -2.147
H 1.269 0.845 -3.881
H 0.539 -1.489 -0.119
H 1.918 3.165 -2.217
H 1.751 2.180 -0.565
H -5.977 2.595 1.334
H -4.421 2.435 2.137
H -1.473 -1.428 3.326
H 3.853 1.946 2.095
H 3.283 -0.727 2.121
H -3.737 -1.435 2.059
H -1.290 0.970 3.795
H 3.840 -0.285 -2.605
H 6.565 1.225 -0.989
H 0.799 0.817 -0.047
H 2.469 -1.577 -1.674
H -2.848 -1.974 -1.483
H -0.068 -4.350 2.965
H 2.178 1.598 2.506
H -2.126 -8.028 -0.940
H 5.273 3.255 -0.837
H -0.979 0.180 -1.119
H -0.547 -8.374 -0.185
H -3.168 0.992 5.139
H -0.810 -0.527 1.966
H 1.563 -0.475 1.823
H -0.461 3.420 -1.823
H 3.494 1.311 -3.244
H 0.005 1.085 -2.700
H 1.383 -4.509 1.944
H -4.287 0.637 3.828
H -3.725 5.193 -0.194
H 0.353 -3.069 1.800
H -3.580 4.653 1.483
H -2.396 1.351 2.502
H 6.079 1.682 -2.631
H 5.973 -0.014 -2.127
H -3.288 2.736 -0.120

Löwdin population analysis, charges in e, atoms 1 to 2: Br 0.692; S 0.882

ORCA calculation (ωB97M-V with the def2-TZVPD basis set) on 2 unconnected molecules or ions with the total composition C4H14N2O.

Computed properties:
HOMO-LUMO gap: 10.39 eV
E_HOMO: -9.38 eV
energy above the lowest of the compared OMol25 structures with the same formula, charge and spin: 1.168 eV

Positions of all 21 atoms, in Å:
O -2.087 3.734 2.342
N 0.653 -2.656 -2.248
N -0.291 2.267 0.621
C 0.102 -1.457 -0.166
C 0.490 0.041 -0.123
C -0.638 0.850 0.464
C 1.168 -2.297 -0.890
H 1.460 -2.970 -2.786
H 0.175 -3.549 -2.142
H 1.391 0.132 0.479
H -0.921 2.919 0.177
H -1.503 4.263 2.896
H -0.005 -1.725 0.889
H 0.676 0.291 -1.175
H 0.651 2.479 0.328
H -0.873 0.460 1.459
H -1.474 3.049 2.015
H 2.117 -1.773 -0.935
H -0.832 -1.562 -0.714
H -1.544 0.754 -0.143
H 1.285 -3.249 -0.349

Löwdin population analysis, charges in e, atoms 1 to 2: O -0.091; N -0.023

ORCA calculation (ωB97M-V with the def2-TZVPD basis set) on 9 unconnected molecules or ions with the total composition H16O7S.

Computed properties:
HOMO-LUMO gap (spin up / spin down): 6.80 / 4.88 eV
E_HOMO (spin up / spin down): -14.83 / -14.68 eV
energy above the lowest of the compared OMol25 structures with the same formula, charge and spin: 6.020 eV
net charge: +1
multiplicity: 2
expectation value of S²: 1.7657

Positions of all 24 atoms, in Å:
S -0.918 -2.287 -1.512
O 2.152 -1.735 -1.179
O -0.764 1.579 -1.043
O -1.246 -0.754 1.213
O 1.588 1.332 1.746
O 1.638 -1.350 1.317
O 1.972 1.591 -1.098
O -1.068 2.062 1.377
H -1.426 -1.061 0.326
H -3.559 -1.231 -0.781
H 2.122 -2.054 -0.256
H -1.070 -2.434 -2.841
H 1.293 -2.159 -1.476
H 2.012 1.539 0.888
H 1.995 -0.439 1.492
H -0.832 1.889 -0.084
H -3.820 -1.493 -0.159
H 1.016 1.429 -0.996
H 2.290 0.870 -1.648
H -1.534 2.873 1.669
H -1.469 0.189 1.251
H 0.644 1.517 1.621
H 0.660 -1.244 1.447
H -1.676 1.370 -1.275

Löwdin population analysis, charges in e, atoms 1 to 2: S 0.651; O 0.169

ORCA calculation (ωB97M-V with the def2-TZVPD basis set) on a molecular structure, C24H23N5O2PPtS.

Computed properties:
HOMO-LUMO gap: 7.98 eV
E_HOMO: -10.71 eV
energy above the lowest of the compared OMol25 structures with the same formula, charge and spin: 0.000 eV
net charge: +1

Positions of all 57 atoms, in Å:
Pt 0.149 1.889 -0.439
S 1.998 0.307 -1.443
P -1.982 1.426 0.203
O 1.495 0.053 -2.753
O 2.180 1.767 -1.084
N 6.986 -2.547 -0.424
N 1.751 -1.777 0.925
N -0.481 4.892 -0.635
N 0.695 0.086 1.957
N 0.835 -0.053 -0.356
C -2.490 -0.758 1.865
C 5.559 -0.667 0.003
C -2.436 2.349 1.686
C -3.284 1.768 -1.009
C -2.335 -3.040 1.133
C 1.126 -0.602 0.900
C -5.336 1.128 -2.100
C -4.360 3.272 -2.559
C -5.367 2.341 -2.770
C 0.905 -0.475 3.147
C 4.392 0.015 -0.245
C -4.302 0.839 -1.222
C -2.583 -2.116 2.136
C -0.242 3.763 -0.577
C 3.479 -0.501 -1.165
C -2.140 -0.325 0.590
C 1.972 -2.298 2.125
C 1.555 -1.683 3.296
C -1.897 -1.258 -0.418
C -1.996 -2.612 -0.145
C 5.828 -1.878 -0.658
C -3.325 2.986 -1.684
C 4.892 -2.381 -1.579
C 3.727 -1.700 -1.833
H 6.283 -0.268 0.702
H -6.119 0.398 -2.259
H 0.544 0.075 4.010
H -4.376 4.219 -3.081
H -6.172 2.560 -3.459
H -2.548 3.721 -1.543
H -3.452 2.101 1.993
H -1.720 2.122 2.475
H -4.298 -0.111 -0.706
H -1.801 -3.332 -0.928
H -2.386 3.415 1.462
H 7.644 -2.216 0.256
H -2.681 -0.048 2.659
H 7.168 -3.431 -0.861
H 4.184 0.949 0.258
H 2.489 -3.251 2.143
H 5.100 -3.309 -2.097
H 1.728 -2.120 4.268
H 3.009 -2.079 -2.547
H -2.409 -4.099 1.343
H -0.686 5.869 -0.678
H -1.612 -0.930 -1.410
H -2.852 -2.448 3.130

Löwdin population analysis, charges in e, atoms 1 to 2: Pt 1.004; S 0.618

ORCA calculation (ωB97M-V with the def2-TZVPD basis set) on a molecular structure, C2H14O4S.

Computed properties:
HOMO-LUMO gap: 5.37 eV
E_HOMO: -9.58 eV
energy above the lowest of the compared OMol25 structures with the same formula, charge and spin: 8.402 eV

Positions of all 21 atoms, in Å:
S 2.067 -0.019 -0.814
O -1.438 -0.077 1.395
O -0.910 0.679 -2.068
O -1.141 -1.559 -0.959
O 0.885 -0.550 2.251
C 1.187 -1.478 -0.360
C 0.927 1.282 -0.179
H -1.058 -0.266 -1.669
H -1.603 0.816 -2.719
H -0.999 2.751 1.223
H -0.012 0.817 0.102
H -1.273 2.998 0.579
H -0.555 -0.290 1.765
H 1.241 -0.736 3.131
H 1.680 -2.379 -0.703
H 1.310 -1.332 0.769
H 0.069 -1.459 -0.489
H 1.280 1.712 0.759
H 0.828 1.999 -0.990
H -1.356 -0.671 0.624
H -1.129 -2.234 -1.649

Löwdin population analysis, charges in e, atoms 1 to 2: S 1.071; O -0.122

ORCA calculation (ωB97M-V with the def2-TZVPD basis set) on 7 unconnected molecules or ions with the total composition C6H27NO7.

Computed properties:
HOMO-LUMO gap: 9.32 eV
E_HOMO: -9.21 eV
energy above the lowest of the compared OMol25 structures with the same formula, charge and spin: 1.606 eV

Positions of all 41 atoms, in Å:
O 3.424 0.656 -2.006
O 0.971 -2.539 -1.776
O 1.829 -1.486 1.866
O 4.424 -1.117 -0.053
O -0.693 -1.492 0.688
O 1.024 -0.219 -3.673
O -0.165 -4.411 0.119
N -1.990 1.551 -1.069
C -2.000 0.495 -0.031
C -0.710 -0.335 -0.205
C -2.039 1.045 1.391
C 0.094 2.568 1.317
C -3.531 1.185 1.849
C -1.407 2.420 1.710
H 4.385 -1.522 -0.929
H 1.060 0.740 -3.771
H 1.380 -1.847 1.104
H -1.609 1.193 -1.929
H 0.142 2.763 0.256
H 0.228 0.137 0.071
H -2.796 -0.176 -0.363
H -4.013 0.218 1.705
H -1.500 0.404 2.072
H -0.500 -4.685 -0.724
H 0.507 3.438 1.830
H 1.812 -2.115 2.583
H -0.657 -0.763 -1.208
H -1.912 3.182 1.114
H 0.769 -2.381 -2.710
H -4.011 2.032 1.402
H 0.705 1.706 1.579
H 1.787 -0.325 -3.085
H 3.723 1.424 -2.492
H 0.200 -3.540 0.174
H -1.589 -1.845 0.730
H -1.484 2.609 2.776
H -1.450 2.332 -0.742
H 3.546 -1.290 0.296
H 3.833 0.651 -1.132
H -3.481 1.244 2.941
H 1.693 -1.908 -1.678

Löwdin population analysis, charges in e, atoms 1 to 2: O -0.053; O -0.038

ORCA calculation (ωB97M-V with the def2-TZVPD basis set) on a molecular structure, C55H56BrCdF3N6OS3SbSi.

Computed properties:
HOMO-LUMO gap: 6.64 eV
E_HOMO: -4.49 eV
net charge: -1

Positions of all 128 atoms, in Å:
Sb 0.927 -3.320 -0.097
Cd -0.205 0.202 -0.458
Br -0.290 -0.682 -4.203
S -4.156 1.215 -0.769
S 3.772 1.179 -2.442
S 0.400 -1.458 -2.258
Si 2.811 0.879 1.450
F -1.781 -2.337 0.432
F -2.697 -0.519 1.189
F -3.043 -1.178 -0.849
O 0.020 -1.271 2.038
N -0.149 2.546 -2.814
N -0.266 -1.356 4.334
N 1.308 1.487 0.911
N -2.730 1.770 -1.048
N 2.857 3.833 -1.279
N 2.268 1.819 -2.369
C -6.594 4.085 0.733
C -5.622 3.422 -1.780
C -0.329 -0.501 5.499
C 2.581 -4.343 -1.101
C -1.204 -3.594 3.603
C 4.267 2.151 1.551
C 6.176 2.287 -1.741
C -6.931 4.856 -0.367
C -6.443 4.525 -1.621
C -0.239 -5.095 -0.557
C 0.566 4.515 2.901
C -1.388 -5.062 -1.326
C 3.388 -0.516 0.281
C 0.836 -3.821 2.036
C 6.446 4.442 -0.733
C -0.911 5.202 -2.750
C -1.653 4.272 -3.460
C 2.299 -4.694 -2.416
C 0.703 2.597 1.403
C -5.774 2.980 0.576
C -5.301 2.644 -0.681
C -1.237 2.944 -3.437
C -0.492 -7.470 -0.297
C -6.171 0.416 -2.579
C -4.300 -0.242 -4.543
C -1.654 -7.428 -1.050
C 3.270 -5.246 -3.228
C 0.262 4.799 -2.132
C -0.433 -4.035 2.399
C -0.480 -2.773 4.664
C 1.221 3.389 2.451
C -2.034 -1.013 0.087
C 7.002 3.275 -1.214
C -0.526 3.026 0.866
C -4.817 0.593 -2.355
C -0.079 -0.770 3.135
C 4.548 -5.447 -2.734
C 4.849 -5.069 -1.437
C -0.636 4.919 2.342
C 0.212 -6.308 -0.053
C 2.938 0.134 3.225
C -3.887 0.249 -3.316
C 5.067 4.621 -0.756
C -1.175 4.150 1.322
C 4.809 2.467 -1.771
C 1.970 -3.205 4.170
C 0.627 3.450 -2.217
C -6.584 -0.098 -3.797
C 1.969 2.958 -1.884
C 1.926 -3.343 2.844
C 0.825 -3.473 5.096
C -2.096 -6.227 -1.572
C 4.232 3.636 -1.263
C 3.870 -4.515 -0.626
C -5.654 -0.417 -4.777
H -3.554 -0.494 -5.283
H -1.146 5.800 2.707
H -2.998 -6.197 -2.168
H 3.031 -5.507 -4.250
H -6.968 4.347 1.711
H -0.139 -8.410 0.103
H 7.078 5.221 -0.333
H 3.968 -0.140 3.443
H 2.612 0.835 3.989
H -5.489 2.374 1.424
H 3.462 -1.455 0.820
H -1.768 2.165 -3.971
H -2.685 2.418 -1.829
H 5.054 1.932 0.836
H 0.993 5.083 3.720
H 4.365 -0.309 -0.149
H 2.141 3.088 2.927
H -2.129 4.419 0.886
H -6.696 5.132 -2.479
H -5.988 -0.819 -5.723
H -7.638 -0.257 -3.980
H -1.101 -4.451 1.650
H -1.663 -4.459 4.095
H 3.938 3.167 1.366
H 0.875 5.525 -1.619
H -1.742 -4.122 -1.729
H 6.586 1.361 -2.113
H 1.101 -3.163 6.107
H 0.619 -4.547 5.120
H -1.221 6.238 -2.707
H 0.342 -0.864 6.280
H -6.889 0.680 -1.815
H -0.026 0.510 5.239
H 1.302 -4.525 -2.807
H -2.217 -8.333 -1.224
H 2.488 4.571 -0.702
H 4.627 5.525 -0.358
H 4.117 -4.216 0.385
H 8.070 3.119 -1.184
H -0.011 0.326 3.240
H -1.346 -0.464 5.899
H -2.836 0.353 -3.095
H -7.577 5.714 -0.249
H 2.830 -3.113 2.287
H -1.152 -2.744 5.536
H -2.543 4.557 -4.004
H 2.691 -0.667 -0.542
H -2.028 -2.989 3.210
H 2.338 -0.761 3.321
H -5.244 3.155 -2.756
H 5.854 -5.193 -1.054
H 2.890 -2.876 4.634
H 4.720 2.139 2.538
H -0.983 2.433 0.081
H 5.311 -5.893 -3.359
H 1.115 -6.331 0.542

Löwdin population analysis, charges in e, atoms 1 to 2: Sb 1.461; Cd 1.239

Across the entries above, E takes the values -4036.18642, -4840.78341, -345.53327, -933.88947, -2211.30619, -783.44452, -826.19985, -7298.86539 hartree, respectively.